No. 1
{"formula": "C6H12N", "method": "wB97M-V/def2-TZVPD", "gap_ev": 9.16, "total_charge": 1, "e_above_lowest_kj_mol": 225.5, "smiles": "C=CC(=C)CC[NH3+]", "elements": ["C", "C", "C", "C", "C", "C", "N", "H", "H", "H", "H", "H", "H", "H", "H", "H", "H", "H", "H"], "coordinates": [[0.394918, -0.951228, -1.516856], [0.481716, 0.488172, -1.027757], [-0.133870, 0.586382, 0.359036], [-1.402134, 0.922942, 0.624498], [1.193325, 0.622590, 2.539308], [0.788873, 0.077698, 1.361648], [-1.090980, -1.269452, -1.608806], [0.994215, -1.662663, -0.920707], [1.070869, -1.162508, -2.398603], [-0.010679, 1.191186, -1.686435], [1.544569, 0.869512, -1.144744], [-2.096208, 1.315400, -0.099818], [-1.822883, 0.762157, 1.621618], [1.120665, 1.724894, 2.657740], [2.137286, 0.318254, 2.976544], [1.445496, -0.728841, 1.045404], [-1.662299, -0.434597, -1.919994], [-1.417475, -1.422017, -0.624122], [-1.349937, -2.146461, -2.073695]], "forces_ev_per_angstrom": [[1.94, -0.01, -0.95], [0.99, 0.83, -0.19], [0.19, -0.09, 0.18], [0.10, -0.33, 0.40], [0.90, 1.89, -2.37], [1.41, 0.10, 1.88], [-0.27, -0.31, 1.12], [-1.39, 0.15, 0.92], [-1.93, 0.76, -0.31], [-0.62, -0.11, -0.51], [-1.02, -0.75, 0.79], [0.01, 0.18, -0.36], [0.33, 0.24, -0.26], [-1.19, -0.84, 0.56], [-0.40, -0.81, 0.32], [-0.45, -0.51, -0.03], [0.89, -1.19, -0.07], [0.33, 0.40, -0.63], [0.18, 0.42, -0.48]], "nbo_charge": [-0.26, -0.47, -0.05, -0.40, -0.33, -0.24, -0.70, 0.25, 0.27, 0.23, 0.27, 0.20, 0.24, 0.21, 0.22, 0.20, 0.46, 0.46, 0.45]}

=====

No. 2
{"formula": "C4H10N", "method": "wB97M-V/def2-TZVPD", "gap_ev": 7.32, "total_charge": 1, "e_above_lowest_kj_mol": 253.2, "elements": ["C", "N", "H", "H", "H", "H", "C", "C", "C", "H", "H", "H", "H", "H", "H"], "coordinates": [[1.917087, -1.987656, 0.697293], [2.110007, -1.011125, -0.105977], [2.484757, -2.070553, 1.624187], [1.304489, -2.807941, 0.330885], [1.332169, -0.641253, -0.667649], [2.968325, -0.470356, -0.040723], [-1.458450, 2.114080, -0.300703], [-1.343879, 0.652398, -0.619840], [-1.033284, -0.309206, 0.250719], [-0.731766, 2.666808, -0.904117], [-2.410249, 2.467928, -0.702299], [-1.316655, 2.310489, 0.754233], [-1.834405, 0.346211, -1.539861], [-1.326247, -1.329835, 0.026701], [-0.661902, 0.070009, 1.197154]], "forces_ev_per_angstrom": [[0.62, -0.45, -0.67], [0.01, 0.28, 0.73], [0.38, -0.28, -0.48], [-0.98, 0.44, 0.75], [0.24, -0.57, -0.73], [-0.42, 0.64, 0.46], [0.73, -0.29, -1.10], [-1.25, -0.20, 0.12], [0.11, 0.88, -0.38], [0.14, 0.15, 0.24], [-0.12, -0.02, 0.50], [-0.12, 0.21, 0.10], [0.28, 0.03, -0.22], [0.46, -0.09, 0.30], [-0.08, -0.73, 0.38]], "nbo_charge": [0.19, -0.60, 0.24, 0.24, 0.47, 0.44, -0.66, -0.11, -0.53, 0.23, 0.25, 0.22, 0.20, 0.22, 0.20]}

=====

No. 3
{"formula": "ClH2N2O", "method": "wB97M-V/def2-TZVPD", "gap_ev": 8.83, "total_charge": -1, "e_above_lowest_kj_mol": 266.4, "elements": ["N", "N", "O", "Cl", "H", "H"], "coordinates": [[0.341642, 0.138977, 0.028149], [0.194550, -0.626952, 1.114658], [0.062692, -0.027099, 2.177270], [-1.088246, -0.171606, -2.640653], [0.356769, -0.454917, -0.769165], [0.132593, 1.141597, 0.089742]], "forces_ev_per_angstrom": [[0.11, -1.02, 2.92], [0.45, 1.41, -0.33], [-0.13, -0.13, -0.52], [0.06, -0.03, -0.17], [-0.53, 0.43, -1.55], [0.04, -0.67, -0.35]], "nbo_charge": [-0.58, 0.21, -0.47, -0.97, 0.44, 0.38]}

=====

No. 4
{"formula": "C3H5O2P", "method": "wB97M-V/def2-TZVPD", "gap_ev": 9.16, "e_above_lowest_kj_mol": 313.0, "smiles": "O=C(P)[C@@H]1CO1", "elements": ["C", "C", "C", "O", "O", "P", "H", "H", "H", "H", "H"], "coordinates": [[0.680598, -0.172870, -0.422586], [-0.967710, 1.557863, 0.536591], [-0.692462, 0.311015, -0.282803], [1.731261, 0.441657, -0.293220], [-1.406841, 0.237167, 0.939392], [0.770493, -2.118739, -0.433229], [-0.250114, 1.899844, 1.203204], [-1.949845, 2.100477, 0.266510], [-1.428224, 0.131011, -1.111388], [1.908753, -2.180172, -1.201278], [1.604089, -2.207252, 0.798807]], "forces_ev_per_angstrom": [[3.09, -1.77, 1.42], [-3.85, -1.77, -1.88], [-2.60, 2.95, -0.41], [-2.25, -0.10, -0.56], [1.12, -0.81, 0.38], [-0.05, 0.04, 1.27], [1.25, 1.15, 0.70], [2.27, -0.10, 0.38], [1.26, 0.05, 0.35], [0.68, 0.06, -0.64], [-0.91, 0.29, -1.01]], "nbo_charge": [0.37, -0.11, -0.08, -0.48, -0.48, 0.14, 0.21, 0.20, 0.22, -0.01, 0.02]}

=====

What is the formula in the second record?
C4H10N